The following is a quantum chemistry calculation of one molecule with the formula C2HBr2N3 at a distorted geometry, from the OMol25 dataset.

Last columns: bonded neighbours and bond lengths (Å).
Cartesian coordinates (Å):
1 C 0.797 0.262 0.909  N3 1.315, N4 1.327, Br6 1.855
2 C -0.204 -0.621 -0.810  N3 1.542, N5 1.321, Br7 1.826
3 N 1.042 -0.738 0.092  C1 1.315, C2 1.542
4 N -0.311 0.968 0.721  C1 1.327, N5 1.334
5 N -0.895 0.401 -0.336  C2 1.321, N4 1.334, H8 1.012
6 Br 1.932 0.673 2.318  C1 1.855
7 Br -0.589 -1.720 -2.216  C2 1.826
8 H -1.771 0.776 -0.678  N5 1.012

Output
SMILES ... Brc1n[nH]c(Br)n1
Total charge ... 0
Orbital gap ... 10.086 eV
E_HOMO ... -0.352 Eh
LUMO energy ... 0.52 eV
E ... -146644.1111 eV
Molecular weight ... 226.9 Da

Here are the Mulliken charges for atoms 1 to 4, given in e: C 0.5636; C 0.2794; N -0.4614; N -0.7056